[1]
Molecular formula: C11H27ClIO2P2V
Method: DFT, ωB97M-V/def2-TZVPD

```
45
Properties=species:S:1:pos:R:3:nbo_charge:R:1
C 0.03286 0.68197 -6.09032 -0.797
C 0.03976 1.86220 -5.24507 0.914
H 0.03478 0.98561 -7.15915 0.341
H -0.86832 0.09059 -5.85726 0.320
H 0.92653 0.07879 -5.85900 0.321
O 0.05370 3.03595 -5.25334 -0.256
I -0.00289 1.58332 -2.21491 -0.256
V -0.02286 -0.52802 -0.86366 0.834
P 2.32609 -0.25638 -0.12117 0.893
C 2.73084 1.03433 1.10145 -0.924
C 3.01009 -1.72248 0.71598 -0.927
H 4.09870 -1.60710 0.79254 0.258
H 4.48964 -0.10000 -1.17210 0.266
H 2.76134 -2.62159 0.14053 0.261
H 3.21848 -0.59259 -2.34829 0.256
H 2.20048 0.82092 2.04082 0.247
H 2.55869 -1.79495 1.71363 0.264
C 3.45829 0.07918 -1.51070 -0.931
H 3.81536 1.03556 1.28842 0.266
H 3.33655 1.12391 -1.82888 0.257
H 2.42203 2.00940 0.70789 0.252
P -2.34553 -0.27128 -0.13965 0.896
C -2.72830 1.05168 1.05470 -0.926
C -3.46620 0.08198 -1.53688 -0.930
H -2.74612 -2.63868 0.14225 0.263
H -4.11357 -1.64297 0.75955 0.261
H -2.58404 -1.79308 1.70756 0.264
C -3.02097 -1.73591 0.70144 -0.931
H -3.25343 -0.60858 -2.36580 0.257
H -4.50507 -0.04936 -1.20003 0.267
H -3.81990 1.14451 1.16037 0.267
H -2.31434 1.99569 0.68171 0.251
H -3.30598 1.11542 -1.87398 0.257
H -2.27753 0.81492 2.02831 0.250
Cl -0.05557 -2.48387 -1.89486 -0.372
C 0.01502 -1.04451 4.55070 -0.731
C 0.00010 -0.31995 3.22824 0.636
C -0.04863 1.17372 3.27541 -0.748
O 0.01791 -0.97487 2.16678 -0.619
H -0.28839 -0.37640 5.36946 0.241
H 1.03517 -1.40983 4.75396 0.267
H -0.65842 -1.91411 4.50184 0.261
H -0.01204 1.59725 2.26405 0.221
H -0.94105 1.52439 3.82584 0.269
H 0.79677 1.56526 3.86161 0.269
```

Its orbital gap (alpha / beta) is 6.86 / 7.25 eV. The spin multiplicity is 3. Its total energy is -80815.1165 eV. The value obtained for the LUMO energy (alpha / beta) is -8.5 / -8.4 eV. The value obtained for the highest occupied orbital energy (alpha / beta) is -15.32 / -15.64 eV. As for the total charge: +2.

---

[2]
Molecular formula: C18H54O13
Method: DFT, ωB97M-V/def2-TZVPD

```
85
Properties=species:S:1:pos:R:3:mulliken_charge:R:1
C 1.14870 -2.61262 1.95521 -0.928
C 1.02040 -1.30931 2.68247 0.262
O -0.27973 -0.89843 2.93302 -0.459
H 2.10077 -2.64168 1.47438 0.392
H 0.44587 -2.57090 1.14555 0.034
H 0.91068 -3.51978 2.50283 0.289
H 1.60578 -0.55087 2.13071 -0.262
H 1.44920 -1.31871 3.71123 0.413
H -0.78963 -0.85814 2.10457 0.073
C -4.75128 -1.89979 2.84868 -0.747
C -5.60052 -1.76215 1.61155 -0.413
O -5.09025 -0.85129 0.59311 -0.561
H -3.70437 -2.10324 2.56929 0.027
H -5.19234 -2.68870 3.47646 0.376
H -4.78126 -0.94509 3.41654 0.279
H -6.64914 -1.46837 1.80505 0.299
H -5.65020 -2.69446 1.08728 0.345
H -4.48082 -0.23181 1.03315 0.365
C 4.40121 1.84478 -0.33202 -0.366
C 3.99526 2.94159 -1.26071 -0.366
O 2.55161 3.17814 -1.19263 -0.620
H 4.01076 0.93230 -0.74768 -0.069
H 3.96654 2.04016 0.63269 -0.150
H 5.49112 1.86642 -0.32713 0.408
H 4.31722 2.75472 -2.27357 0.325
H 4.42046 3.90043 -1.03927 0.400
H 2.29286 3.59377 -2.01188 0.232
C 1.85918 2.65969 2.37351 -0.550
C 3.00192 3.47756 2.93109 -0.409
O 2.78840 4.90317 2.96654 -0.524
H 0.96152 3.03881 2.80265 0.444
H 1.87217 1.58033 2.53629 0.164
H 1.76282 2.82181 1.28764 0.097
H 3.91140 3.22760 2.40425 0.267
H 3.07938 3.20999 3.98714 0.314
H 2.58382 5.23784 2.08276 0.291
C -2.14602 1.55410 3.16215 -0.417
C -3.34818 2.19355 2.48849 -0.419
O -3.49275 1.58008 1.17528 -0.551
H -2.43129 0.56028 3.50917 0.180
H -1.81043 2.24023 3.93118 0.454
H -1.29338 1.50040 2.48137 -0.158
H -3.07692 3.22934 2.35838 0.362
H -4.32750 2.04384 3.00784 0.308
H -4.28917 1.99041 0.83489 0.264
C 2.37733 -1.33224 -3.09250 -0.235
C 2.51996 -1.84217 -1.71553 -0.115
O 3.90388 -1.97864 -1.38750 -0.576
O 2.91655 -2.04989 -4.14229 -0.615
H 2.72434 -0.28202 -3.10618 0.085
H 1.30393 -1.29626 -3.34204 0.241
H 1.96441 -2.75128 -1.54420 0.590
H 2.04760 -1.05628 -1.09551 -0.030
H 3.92785 -2.80765 -0.83990 0.334
H 3.82063 -2.26021 -3.84396 0.355
C 0.78500 2.79160 -5.24557 -0.567
C 1.05145 1.40106 -4.80378 0.206
O 2.02076 0.88758 -5.72490 -0.579
O 1.95138 3.56344 -5.03741 -0.528
H 0.02085 3.28956 -4.65697 0.344
H 0.57075 2.75465 -6.32328 0.289
H 0.20297 0.72036 -4.66416 0.333
H 1.47443 1.46596 -3.78894 -0.104
H 2.27498 0.03017 -5.42136 0.309
H 2.63411 3.04354 -5.42457 0.315
C -2.38225 -4.48945 1.13779 0.010
C -3.01275 -4.04950 -0.15692 -0.035
O -3.58001 -5.24884 -0.73328 -0.580
O -1.40203 -5.50049 0.83387 -0.549
H -3.14266 -4.88963 1.87625 0.247
H -1.89127 -3.59978 1.55288 -0.130
H -2.16591 -3.66692 -0.77716 0.206
H -3.78281 -3.26453 -0.02366 0.181
H -3.75934 -5.06623 -1.66763 0.302
H -1.79944 -6.08707 0.17206 0.339
C -1.18735 -0.19804 -0.61952 -0.946
C -0.11548 0.88174 -0.28211 0.584
O 0.73216 1.01534 -1.38286 -0.289
O -1.90062 -0.54698 0.53305 0.216
H -0.72740 -1.14033 -0.94864 0.065
H -1.88669 0.13825 -1.34634 0.402
H 0.45968 0.48197 0.59433 -0.379
H -0.52581 1.86020 0.02992 0.591
H 1.32722 1.74381 -1.19158 0.131
H -2.51430 0.15920 0.75057 -0.114
```

Its orbital gap is 10.37 eV. The spin multiplicity is 1. Its total energy is -46155.7760 eV. The value obtained for the LUMO energy is 0.3 eV. The value obtained for the highest occupied orbital energy is -10.02 eV. The SMILES is OCCO.OCCO.OCCO.OCCO.CCO.CCO.CCO.CCO.CCO.

---

[3]
Molecular formula: C17H12Cl2N3SW
Method: DFT, ωB97M-V/def2-TZVPD

```
36
Properties=species:S:1:pos:R:3:nbo_charge:R:1
W 0.13820 -0.06780 -0.71966 1.282
Cl -1.63122 1.46135 -1.58413 0.164
C -2.54824 1.95893 -0.14355 0.097
C -3.58301 2.84345 -0.29371 -0.245
C -4.27668 3.19961 0.86550 -0.088
C -3.93607 2.68154 2.10482 -0.188
C -2.87960 1.78638 2.22422 0.013
Cl -2.44913 1.14173 3.74827 0.145
C -2.16812 1.41574 1.07535 -0.352
S -0.81501 0.31199 1.23065 0.379
H -3.85527 3.25146 -1.25791 0.278
H -5.10078 3.89648 0.78526 0.276
H -4.48168 2.96481 2.99507 0.283
C 4.06245 2.42254 0.03211 -0.146
C 3.01468 2.32822 -0.87156 -0.077
C 2.36022 1.10035 -1.04328 -0.416
C 2.82081 -0.01103 -0.27397 0.131
C 3.85331 0.07746 0.63222 -0.180
C 4.49079 1.30847 0.75794 -0.067
N 1.90433 -1.07523 -0.39982 -0.255
N 2.06264 -2.30104 -0.28443 0.039
C 0.83886 -2.95222 -0.53159 0.235
C 0.76926 -4.31858 -0.50314 -0.121
C -0.45350 -4.93003 -0.82109 -0.058
C -1.53442 -4.14040 -1.15467 -0.184
C -1.39817 -2.75242 -1.15683 0.130
N -0.23969 -2.15503 -0.84915 -0.556
H 4.57630 3.36718 0.15319 0.279
H 2.74953 3.17581 -1.49013 0.269
H 1.85693 0.96396 -2.02154 0.262
H 4.13328 -0.77565 1.23741 0.279
H 5.32527 1.40362 1.44124 0.277
H 1.65526 -4.88544 -0.24621 0.294
H -0.53985 -6.00938 -0.81218 0.287
H -2.48897 -4.57658 -1.41666 0.289
H -2.23271 -2.11022 -1.40804 0.244
```

Its orbital gap (alpha / beta) is 5.61 / 5.43 eV. The spin multiplicity is 3. Its total energy is -59968.3999 eV. The value obtained for the LUMO energy (alpha / beta) is -12.6 / -12.9 eV. The value obtained for the highest occupied orbital energy (alpha / beta) is -18.19 / -18.29 eV. As for the total charge: +3.

---

[4]
Molecular formula: C21H36Cl3IrN2O4Si
Method: DFT, ωB97M-V/def2-TZVPD

```
68
Properties=species:S:1:pos:R:3:nbo_charge:R:1
C 4.24137 2.06696 0.90587 -0.640
C 3.06437 1.79374 1.83407 0.149
H 4.46403 3.14047 0.90604 0.217
H 3.94353 1.75573 -0.09971 0.235
H 5.17616 1.54517 1.16390 0.221
C 2.94375 2.35392 3.09808 -0.131
C 3.82162 3.42364 3.57785 -0.669
H 2.20124 1.98104 3.80781 0.206
H 3.74951 4.30967 2.93749 0.218
H 4.87372 3.12698 3.63195 0.220
H 3.52554 3.68029 4.59161 0.222
Ir -1.50976 -1.71063 -0.99492 0.933
Cl -0.09879 -3.21197 -2.06039 -0.564
Cl -2.38826 -0.65173 -2.94029 -0.693
H -5.79033 -3.68848 -2.49859 0.195
H -3.63737 -5.46937 -4.19522 0.194
C -5.09585 -3.04159 -3.05161 -0.416
C -3.40867 -4.39907 -4.31138 -0.410
N -3.78414 -3.66545 -3.11034 -0.389
H -5.04405 -2.06557 -2.55825 0.252
C -3.03153 -3.67779 -2.02613 0.515
O -3.21833 -2.87809 -1.05600 -0.687
H -2.32829 -4.29123 -4.47216 0.232
H -2.22507 -4.43388 -2.04068 0.179
H -5.45062 -2.92946 -4.07706 0.201
H -3.96729 -3.98816 -5.15661 0.215
H -0.57264 2.67620 -0.36699 0.214
H -0.59727 2.93457 2.34848 0.203
C -1.65135 2.69974 -0.14747 -0.425
C -1.67038 2.67510 2.27902 -0.408
N -1.92731 1.92393 1.05447 -0.408
H -2.23165 2.32022 -0.98071 0.246
C -2.16779 0.59863 1.04595 0.550
O -2.57718 -0.05236 0.04114 -0.674
H -1.97335 2.11138 3.17764 0.215
H -1.99432 0.10322 2.03149 0.147
H -1.91920 3.73866 0.06958 0.200
H -2.21667 3.62971 2.24488 0.208
O 1.84979 1.47380 0.96020 -0.507
C 2.37953 0.39858 1.69750 0.082
C 0.52724 0.33200 3.52053 -0.235
C 1.61138 -0.24232 2.81342 -0.065
H 0.14987 1.31304 3.20206 0.218
C -0.01081 -0.31575 4.65305 -0.208
H 3.02097 -0.27992 1.10786 0.192
C 2.10608 -1.48816 3.26271 -0.178
H -0.84107 0.14317 5.21216 0.213
C 0.49204 -1.56000 5.05877 -0.211
C 1.57665 -2.11569 4.38623 -0.203
H 2.94094 -1.90807 2.70165 0.213
H 0.07053 -2.06291 5.91993 0.217
H 2.01599 -3.06239 4.71825 0.219
Si 0.89141 0.68699 -2.84722 1.728
Cl 0.22909 -0.28555 -0.82243 -0.333
C -0.28019 2.06684 -3.26837 -1.164
C 0.67627 -0.71228 -4.09410 -1.175
C 2.68871 1.09754 -2.86216 -1.171
H -0.84539 2.48784 -2.43641 0.250
H -0.99114 1.72815 -4.03332 0.276
H 0.32831 2.86999 -3.70632 0.233
H 2.87744 2.10100 -2.45633 0.243
H 2.96512 1.07869 -3.93544 0.253
H 3.28711 0.34784 -2.32841 0.258
H 0.89950 -1.69785 -3.66914 0.278
H 1.38805 -0.52274 -4.91603 0.223
H -0.34403 -0.77341 -4.49942 0.276
O -0.34293 -3.01152 1.49389 -0.493
C -0.84383 -2.52106 0.56407 0.498
```

Its orbital gap (alpha / beta) is 5.33 / 7.23 eV. The spin multiplicity is 5. Its total energy is -81812.0028 eV. The value obtained for the LUMO energy (alpha / beta) is 0.5 / -0.6 eV. The value obtained for the highest occupied orbital energy (alpha / beta) is -4.78 / -7.88 eV.